# 1
Computed, not measured: the molecule C10H12NO5PS, with ωB97M-V with the def2-TZVPD basis set.

Structure (XYZ):
```
30
Properties=species:S:1:pos:R:3:forces:R:3:nbo_charge:R:1
N 0.54354 -2.45682 1.36939 -0.02 0.08 -0.10 -1.16
P 1.75109 -2.30331 0.12938 0.50 -0.15 -0.29 1.26
O 0.85593 -2.76043 -1.18938 -0.32 -0.11 0.25 -0.99
C 1.72764 -0.46525 -0.13990 -0.39 0.33 -0.08 -0.42
C 0.75926 0.30083 -0.68999 0.27 -0.57 -0.10 0.04
C -0.59444 -0.16748 -1.14880 -0.30 0.23 0.07 -0.47
C -1.57459 -0.42962 0.02869 -0.08 0.33 -0.60 -0.37
C -2.96892 0.17367 -0.24758 -0.06 -0.54 0.37 -0.52
C -3.70464 0.43009 1.04266 -0.27 0.30 -0.03 0.80
O -4.23339 1.46647 1.33186 0.23 -0.03 0.14 -0.56
O -3.72281 -0.65293 1.88176 0.69 -0.14 -0.16 -0.72
C 0.99628 1.77487 -0.89461 -0.02 0.04 0.20 0.49
O 0.10922 2.49852 -1.27787 -0.13 0.09 -0.04 -0.49
C 2.33923 2.34339 -0.59320 0.61 -0.08 0.10 -0.21
S 2.56094 4.03842 -1.01316 -0.30 0.24 -0.22 0.08
C 3.26848 1.58312 -0.00698 -0.16 0.00 -0.19 -0.24
C 2.99973 0.16676 0.30958 0.05 0.07 0.02 0.49
O 3.81649 -0.46213 0.95388 -0.05 -0.08 0.08 -0.51
H 1.01148 -2.42469 2.27118 -0.10 -0.03 0.06 0.39
H 0.12041 -3.37835 1.29371 0.03 0.00 0.19 0.37
H 0.22362 -3.45424 -0.96206 0.08 0.06 -0.21 0.49
H -0.49532 -1.04603 -1.78198 0.07 0.00 0.13 0.25
H -1.02177 0.62839 -1.75798 0.12 -0.03 -0.03 0.24
H -1.16391 0.01680 0.93506 0.00 -0.21 0.07 0.21
H -1.68566 -1.50126 0.16470 0.15 0.07 0.39 0.22
H -3.55996 -0.56223 -0.80394 0.01 0.23 -0.19 0.23
H -2.92198 1.11755 -0.78628 -0.04 -0.06 -0.04 0.24
H -3.50006 -0.36040 2.77617 -0.55 0.09 0.01 0.50
H 3.81384 3.94414 -1.47460 0.09 -0.17 0.21 0.13
H 4.25028 1.94213 0.28029 -0.09 0.06 0.00 0.23
```
Positions in Å, forces in eV/Å.

## Properties
* lowest unoccupied orbital energy: -1.60 eV
* structure (SMILES): NP(O)C1=C(CCCC(=O)O)C(=O)C(S)=CC1=O
* orbital gap: 6.898 eV
* highest occupied orbital energy: -8.497 eV
* charge: 0

# 2
Computed, not measured: the molecule C10H12O2 at a distorted geometry, with ωB97M-V with the def2-TZVPD basis set.

Structure (XYZ):
```
24
Properties=species:S:1:pos:R:3:forces:R:3:nbo_charge:R:1
C 0.88189 3.14109 0.78157 -1.26 1.46 1.80 -0.61
C 0.35530 1.74558 0.74731 2.13 -0.18 1.40 0.09
C 1.37909 0.75574 1.45235 -0.30 2.93 -0.69 -0.41
C 0.71536 -0.61401 1.36278 -0.10 0.53 2.35 -0.45
C -0.08627 -0.93331 0.06879 2.64 1.77 0.37 -0.09
C -0.41164 -2.21759 -0.30171 1.42 -3.03 1.27 -0.26
C -1.09722 -2.45364 -1.46303 -2.58 0.15 -0.39 0.26
C -1.49617 -1.39299 -2.28285 0.46 -1.99 -1.20 -0.25
C -1.02452 -0.13387 -2.02305 0.55 1.54 -0.34 -0.23
C -0.23883 0.10777 -0.86165 -1.68 -0.24 0.58 0.29
H 1.86658 3.03766 0.38708 0.89 0.94 -0.27 0.21
H 0.21277 3.84678 0.23761 0.74 -0.56 -0.05 0.22
H 0.83562 3.54964 1.88101 0.58 -0.91 -1.96 0.21
H -0.53031 1.77522 1.33755 -1.31 -0.71 0.30 0.16
H 2.45900 0.84763 0.96188 -2.31 -0.20 0.96 0.21
H 1.38295 1.19714 2.54031 0.50 -1.31 -1.87 0.22
H 1.64850 -1.19651 1.61114 -1.79 -0.89 -0.26 0.23
H -0.02740 -0.46468 2.28144 1.37 -1.44 -1.81 0.22
H 0.06727 -3.12828 0.28696 -1.47 1.96 -0.91 0.22
H -1.92256 -4.10419 -0.77648 0.26 1.66 -4.51 0.48
H -2.03483 -1.87619 -3.17069 0.42 1.90 1.03 0.24
H -1.24051 0.72281 -2.69690 0.18 -0.69 0.57 0.23
O -1.83739 -3.62241 -1.78514 1.22 -1.73 5.26 -0.68
O 0.14331 1.41061 -0.57631 -0.55 -0.95 -1.64 -0.50
```
Positions in Å, forces in eV/Å.

## Properties
* lowest unoccupied orbital energy: 0.73 eV
* structure (SMILES): C[C@@H]1CCc2cc(O)ccc2O1
* orbital gap: 8.808 eV
* energy relative to the best compared isomer or geometry (same formula, charge and spin): 2.253 eV
* highest occupied orbital energy: -8.076 eV
* charge: 0

# 3
Computed, not measured: the molecule C10H12O2S at a distorted geometry, with ωB97M-V with the def2-TZVPD basis set.

Structure (XYZ):
```
25
Properties=species:S:1:pos:R:3:forces:R:3:nbo_charge:R:1
C 2.01630 0.08989 0.96972 0.33 -0.25 -0.78 -0.14
C 3.31583 0.53245 0.78125 -1.67 -0.08 -0.73 -0.32
C 1.16658 1.90583 -0.49865 -1.49 0.75 0.66 -0.16
C 2.46347 2.34713 -0.67527 -1.34 -1.64 -0.32 -0.32
C 0.96365 0.81729 0.37516 0.54 -0.38 0.28 -0.15
C 3.40430 1.48416 -0.14564 1.07 2.88 -1.08 0.18
C -0.32099 0.50938 0.73658 -2.51 -0.43 1.19 -0.17
C -1.50762 1.37649 0.45393 -0.22 0.44 -0.57 -0.68
C -0.98565 -1.99551 -1.03508 -1.22 1.73 0.48 -0.62
C -1.84544 -1.74845 0.19987 2.10 -1.74 1.51 -0.60
O -1.86674 -0.47825 2.63031 -0.12 -0.25 -0.43 -0.93
O 0.10837 -1.88643 2.06093 -1.25 1.10 -0.86 -0.95
S -0.94379 -0.94842 1.62660 1.55 -0.57 -0.67 2.11
H 1.77671 -0.90094 1.30199 0.12 -0.05 0.91 0.26
H 4.19268 0.09377 1.08912 1.58 -1.39 1.12 0.23
H 0.18366 2.37186 -0.88798 2.35 -0.39 0.30 0.22
H 2.53563 3.10895 -1.39523 1.10 1.05 -0.59 0.23
H -1.54061 1.76590 -0.55686 0.32 0.00 -0.44 0.21
H -1.74274 2.26948 1.06559 0.59 -0.66 0.28 0.25
H -2.35229 0.73615 0.47866 -1.14 -0.18 0.31 0.22
H -1.49590 -2.52874 -1.82476 -0.14 -0.48 0.15 0.23
H -0.71080 -1.03585 -1.46202 0.30 0.13 -0.10 0.21
H -0.14774 -2.46981 -0.64150 1.77 -1.13 -0.09 0.23
H -2.10329 -2.69954 0.67765 -0.23 0.07 -0.11 0.24
H -2.68581 -1.19637 0.03954 -2.40 1.46 -0.43 0.21
```
Positions in Å, forces in eV/Å.

## Properties
* lowest unoccupied orbital energy (alpha / beta): -1.12 / -0.34 eV
* orbital gap (alpha / beta): 7.731 / 7.248 eV
* energy relative to the best compared isomer or geometry (same formula, charge and spin): 6.161 eV
* highest occupied orbital energy (alpha / beta): -8.855 / -7.592 eV
* charge: 0

# 4
Computed, not measured: a structure of composition C10H12O3 at a distorted geometry, with ωB97M-V with the def2-TZVPD basis set.

Structure (XYZ):
```
25
Properties=species:S:1:pos:R:3:forces:R:3:nbo_charge:R:1
C 3.42086 -1.61624 -0.62736 1.81 0.64 -1.26 -0.64
C 2.26336 -0.74775 -0.13129 1.56 3.20 -1.75 -0.45
C 1.02421 -1.49815 -0.31544 -4.69 0.00 0.15 0.05
C -0.19168 -0.69777 0.04991 -0.92 4.06 2.12 -0.02
C -0.50596 -0.43916 1.42432 -1.97 -0.97 -1.50 -0.24
C -1.58152 0.36417 1.82267 -0.77 0.10 1.19 -0.25
C -2.12907 1.21623 0.86235 -1.18 -0.09 4.62 0.25
C -2.85389 2.99093 -0.12422 -2.67 3.17 0.61 0.21
C -1.63413 1.25355 -0.35629 2.42 -2.36 -2.25 0.21
C -0.79508 0.24066 -0.83255 1.24 -0.42 -0.37 -0.25
H 3.53895 -1.20033 -1.91262 0.32 -1.88 4.17 0.24
H 4.33442 -1.09235 0.22282 -1.90 -2.58 -3.35 0.23
H 3.13726 -2.95805 -0.61909 1.28 4.55 0.22 0.24
H 2.47907 -0.38686 0.91509 -1.05 -0.93 -0.82 0.24
H 2.26034 0.38160 -0.71254 -0.10 -3.22 1.22 0.21
H 1.01637 -2.28214 0.40019 0.47 -1.19 0.70 0.17
H -0.30452 -2.55919 -1.41707 3.39 1.92 -0.51 0.48
H -0.27382 -1.17646 2.12716 1.11 -0.91 1.17 0.20
H -2.01530 0.28301 2.89705 0.96 0.38 -2.08 0.23
H -2.49526 3.88573 0.39935 0.67 0.75 -1.58 0.16
H -3.82121 3.22857 -0.68338 1.02 -0.48 0.89 0.16
H -0.44017 0.23088 -1.86582 -0.32 0.21 0.21 0.24
O 0.61472 -2.04528 -1.59541 -1.18 -1.83 0.08 -0.72
O -3.05655 2.26592 1.07580 0.76 -2.80 -0.76 -0.49
O -1.99139 2.35846 -1.00363 -0.27 0.67 -1.13 -0.46
```
Positions in Å, forces in eV/Å.

## Properties
* lowest unoccupied orbital energy: 0.63 eV
* orbital gap: 8.800 eV
* energy relative to the best compared isomer or geometry (same formula, charge and spin): 6.672 eV
* highest occupied orbital energy: -8.170 eV
* charge: 0

no.,DFT total energy (hartree)
1,-1558.75444
2,-538.63696
3,-936.71337
4,-613.75081